Molecular formula: C3H6INS2
Method: DFT, ωB97M-V with the def2-TZVPD basis set

Structure (XYZ):
```
13
Properties=species:S:1:pos:R:3:forces:R:3
C -0.13309 1.77297 -0.30032 2.888 -2.372 1.608
C 1.28606 -0.72762 -0.35949 -0.897 1.438 -0.323
C -1.04276 1.24345 0.72059 0.846 -1.038 -0.132
N 0.38550 -1.40279 0.49320 -0.331 -0.930 1.405
S 0.52507 0.41522 -1.56184 -0.752 1.028 0.826
S -0.79382 -2.44139 0.00233 0.828 0.193 -0.173
I -2.87477 0.51715 -0.00818 0.545 0.408 0.656
H -0.49415 2.42500 -0.99802 -1.120 2.072 -1.445
H 0.83904 2.11277 0.20200 -1.429 -0.120 -0.793
H 2.00820 -0.10220 0.21987 -0.411 -0.965 -0.288
H 1.72814 -1.33772 -1.11483 0.967 -1.040 -0.100
H -0.48088 0.72269 1.55602 -1.440 0.518 -0.773
H -0.95256 -3.19752 1.14866 0.307 0.809 -0.466
```
Forces are in eV/Å.

Computed properties:
Lowest unoccupied orbital energy (spin up / spin down) (eV): -0.763 / -0.771
Total charge: 0
Kohn-Sham gap (spin up / spin down) (hartree): 0.2708 / 0.2794

Atomic partial charges in e from the natural (NBO) method, atoms 1 to 5: number 1, C, carries -0.564; number 2, C, carries -0.393; number 3, C, carries -0.308; number 4, N, carries -0.598; number 5, S, carries 0.121



Molecular formula: C3H6LaO3
Method: DFT, ωB97M-V with the def2-TZVPD basis set

Structure (XYZ):
```
13
Properties=species:S:1:pos:R:3:forces:R:3
C -1.39416 -2.24594 -0.82090 -0.616 -0.029 0.377
O -1.17952 -0.90709 -0.40722 1.272 0.200 -0.419
C -2.07996 -0.25856 0.47202 1.150 -0.040 0.602
C -2.07625 1.11173 0.00513 0.550 0.040 0.288
O -1.04044 1.57317 -0.55944 -1.880 0.323 0.439
H -0.53392 -2.47042 -1.46052 -0.463 -0.311 -0.059
H -1.42928 -2.93068 0.03596 0.110 0.127 -0.191
H -2.35994 -2.25185 -1.34502 0.418 -0.468 -0.177
H -1.15481 -0.29520 1.74831 -0.295 0.775 -2.306
H -2.98659 1.71508 0.13046 0.484 0.222 0.120
La 0.96811 0.48421 -0.56245 -0.551 -1.581 5.160
O 0.64412 0.03362 1.62258 -0.500 0.720 -4.458
H -3.07700 -0.71708 0.42479 0.320 0.022 0.624
```
Forces are in eV/Å.

Computed properties:
Lowest unoccupied orbital energy (spin up / spin down) (eV): -4.771 / -4.771
Total charge: +1
Kohn-Sham gap (spin up / spin down) (hartree): 0.2794 / 0.2793

Atomic partial charges in e from the Mulliken method, atoms 1 to 5: number 1, C, carries -0.659; number 2, O, carries -0.265; number 3, C, carries -0.552; number 4, C, carries 0.200; number 5, O, carries -0.534



Molecular formula: C3H6MgO3
Method: DFT, ωB97M-V with the def2-TZVPD basis set

Structure (XYZ):
```
13
Properties=species:S:1:pos:R:3:forces:R:3
O -1.13584 -0.11973 -2.03977 0.166 -0.188 -0.227
C -1.53519 -0.58470 -0.85937 1.528 0.497 0.380
H -2.20175 -1.46560 -0.89012 0.629 0.022 0.165
H -1.91415 0.17937 -0.15257 0.194 -0.265 -0.123
O 1.79902 0.90761 -0.58985 0.007 -0.321 -0.667
C 1.03549 0.97934 0.57507 -0.253 0.101 0.177
C 0.45521 -0.38972 0.96044 -0.161 0.147 0.470
O -0.09616 -1.06469 -0.16809 -1.238 -0.269 -0.968
Mg 0.80983 -0.15169 -1.82065 -0.943 0.398 1.285
H 0.19488 1.69835 0.46213 0.187 -0.150 0.027
H 1.63168 1.33742 1.43688 -0.078 -0.078 -0.249
H -0.30570 -0.28572 1.75232 0.215 -0.040 -0.165
H 1.26267 -1.04025 1.33358 -0.252 0.146 -0.104
```
Forces are in eV/Å.

Computed properties:
Lowest unoccupied orbital energy (eV): -0.970
Total charge: 0
Kohn-Sham gap (hartree): 0.2904

Atomic partial charges in e from the natural (NBO) method, atoms 1 to 5: number 1, O, carries -0.985; number 2, C, carries 0.270; number 3, H, carries 0.145; number 4, H, carries 0.129; number 5, O, carries -1.065



Quick rundown of energy relative to the best compared isomer or geometry (same formula, charge and spin), same order as above: 57.87, 0.00, 6.72 kcal per mole
Quick rundown of calculated total energy, same order as above: -1266.5770, -374.8587, -543.7311 Eh